Record 1
A cluster of 4 separate species, CH12N2O3 in total. Source: OMol25; level of theory: the ωB97M-V functional and the def2-TZVPD basis.

LUMO level	0.0168	hartree
HOMO-LUMO gap	0.3209	Eh
HOMO level	-8.28	eV

Geometry (Å):
N: 1.254 2.027 0.626
C: 1.836 0.770 0.608
N: 0.843 -0.357 0.160
H: 0.858 2.216 -0.310
H: 0.466 2.200 1.376
H: 2.696 0.658 -0.214
H: 2.202 0.349 1.542
H: 0.218 -0.704 0.825
H: 0.429 -0.103 -0.745
O: -0.561 -2.592 -1.573
H: -0.846 -3.056 -0.697
H: 0.315 -2.500 -1.178
O: -1.482 1.513 -1.878
H: -1.242 1.379 -2.818
H: -1.967 2.418 -1.763
O: -1.733 -1.179 1.698
H: -1.248 -0.915 2.544
H: -2.038 -2.122 1.800

---

Record 2
A cluster of 9 separate species, C42H96ClN4O12 in total. Source: OMol25; level of theory: the ωB97M-V functional and the def2-TZVPD basis.

LUMO level	0.0813	hartree
HOMO-LUMO gap	0.3021	Eh
net charge	-1
HOMO level	-6.01	eV

Geometry (Å):
Cl: -0.272 0.089 -0.971
O: 0.146 -0.818 -2.003
O: -1.144 -0.572 -0.031
O: 0.866 0.547 -0.209
O: -0.919 1.259 -1.520
C: -1.787 -3.769 4.018
C: -2.214 -2.297 3.922
C: -3.175 -2.316 2.687
C: -4.150 -1.141 2.670
C: -4.910 -0.982 3.974
C: -3.962 -0.916 5.182
N: -2.925 -1.944 5.151
O: -2.086 -1.919 6.277
C: -3.334 0.482 5.230
C: -4.861 -1.158 6.404
C: -1.004 -1.433 3.561
H: -2.666 -4.411 4.046
H: -1.157 -3.987 4.889
H: -1.161 -4.073 3.177
H: -2.654 -2.148 1.746
H: -3.766 -3.228 2.749
H: -4.914 -1.350 1.915
H: -3.591 -0.233 2.433
H: -5.645 -1.783 4.073
H: -5.448 -0.033 3.901
H: -3.983 1.206 5.737
H: -2.375 0.529 5.747
H: -3.166 0.939 4.251
H: -5.316 -2.149 6.371
H: -4.327 -1.096 7.356
H: -5.640 -0.393 6.433
H: -0.561 -1.728 2.610
H: -0.221 -1.495 4.320
H: -1.323 -0.396 3.439
H: -2.368 -2.703 6.759
C: 4.184 -5.531 3.113
C: 4.546 -4.518 2.037
C: 4.911 -5.324 0.757
C: 3.740 -5.794 -0.093
C: 2.765 -4.658 -0.355
C: 2.336 -3.907 0.902
N: 3.505 -3.545 1.710
O: 3.118 -2.841 2.880
C: 1.672 -2.615 0.460
C: 1.278 -4.769 1.632
C: 5.819 -3.760 2.445
H: 3.243 -6.040 2.883
H: 3.958 -5.065 4.079
H: 4.925 -6.313 3.265
H: 5.602 -4.802 0.088
H: 5.492 -6.189 1.090
H: 3.275 -6.694 0.328
H: 4.124 -6.154 -1.053
H: 1.891 -5.074 -0.861
H: 3.262 -3.959 -1.034
H: 2.266 -2.007 -0.227
H: 0.772 -2.861 -0.110
H: 1.361 -1.940 1.257
H: 1.552 -5.821 1.735
H: 1.114 -4.400 2.650
H: 0.319 -4.719 1.116
H: 6.646 -4.437 2.665
H: 5.601 -3.293 3.412
H: 6.098 -2.965 1.759
H: 2.694 -3.501 3.453
C: 1.880 4.593 -5.804
C: 2.727 3.319 -5.750
C: 2.704 2.844 -4.284
C: 1.382 2.244 -3.800
C: 1.060 1.078 -4.710
C: 1.042 1.390 -6.211
N: 2.162 2.256 -6.585
O: 2.226 2.496 -7.978
C: 1.218 0.039 -6.926
C: -0.314 1.981 -6.629
C: 4.182 3.511 -6.157
H: 2.431 5.449 -5.398
H: 0.993 4.560 -5.173
H: 1.586 4.875 -6.821
H: 3.537 2.152 -4.128
H: 2.911 3.670 -3.592
H: 0.583 2.986 -3.759
H: 1.516 1.851 -2.793
H: 0.092 0.667 -4.404
H: 1.753 0.251 -4.528
H: 2.266 -0.261 -6.862
H: 0.625 -0.745 -6.455
H: 0.961 0.149 -7.980
H: -0.324 2.125 -7.715
H: -1.156 1.328 -6.407
H: -0.462 2.969 -6.187
H: 4.741 2.585 -6.034
H: 4.668 4.265 -5.532
H: 4.265 3.843 -7.194
H: 1.645 3.267 -8.112
C: -1.696 4.807 2.481
C: -2.593 3.714 1.901
C: -3.839 3.670 2.833
C: -5.003 2.877 2.242
C: -5.396 3.595 0.959
C: -4.259 3.657 -0.062
N: -3.029 4.102 0.578
O: -1.953 4.218 -0.331
C: -4.099 2.276 -0.756
C: -4.655 4.617 -1.187
C: -1.845 2.359 1.955
H: -1.359 4.591 3.494
H: -2.174 5.784 2.376
H: -0.786 4.966 1.893
H: -3.614 3.169 3.782
H: -4.097 4.692 3.117
H: -5.811 2.730 2.960
H: -4.692 1.871 1.942
H: -5.698 4.626 1.177
H: -6.281 3.159 0.484
H: -5.094 1.954 -1.080
H: -3.460 2.291 -1.636
H: -3.794 1.474 -0.078
H: -4.819 5.631 -0.806
H: -3.828 4.766 -1.882
H: -5.531 4.229 -1.702
H: -2.424 1.486 1.645
H: -1.598 2.183 3.003
H: -0.970 2.391 1.304
H: -1.739 3.286 -0.542
C: 1.513 5.276 -1.191
C: 1.123 4.002 -0.488
O: 2.283 3.185 -0.290
H: 2.376 5.776 -0.750
H: 0.660 5.956 -1.170
H: 1.783 5.046 -2.226
H: 0.409 3.431 -1.083
H: 0.700 4.228 0.494
H: 1.945 2.297 -0.126
C: -1.664 -5.281 -2.564
C: -1.246 -3.936 -2.051
O: -1.787 -3.721 -0.739
H: -1.437 -6.036 -1.806
H: -1.148 -5.510 -3.496
H: -2.744 -5.356 -2.706
H: -1.505 -3.090 -2.696
H: -0.153 -3.841 -1.997
H: -1.677 -2.765 -0.633
C: 3.725 0.362 2.107
O: 4.642 -0.555 1.555
H: 2.689 0.174 1.782
H: 3.587 0.258 3.195
H: 4.018 1.374 1.843
H: 4.249 -1.435 1.632
C: 3.925 0.091 -1.838
O: 5.075 0.758 -2.304
H: 3.777 -0.886 -2.295
H: 3.970 -0.050 -0.750
H: 2.977 0.631 -1.951
H: 5.111 1.624 -1.892

---

Record 3
A structure of composition C4H10N4O. Source: OMol25; level of theory: the ωB97M-V functional and the def2-TZVPD basis.

LUMO level	0.0241	hartree
HOMO-LUMO gap	0.3656	Eh
HOMO level	-9.29	eV

Geometry (Å):
C: -2.304 -0.161 -2.614
C: -1.169 0.359 -1.662
C: -0.884 1.710 -1.910
C: 0.758 -0.487 1.047
H: -1.911 -0.077 -3.784
H: -2.991 1.087 -2.648
H: -3.074 -1.025 -2.225
H: -1.026 2.125 -2.951
H: -1.403 2.350 -0.944
H: 0.247 1.748 -1.696
H: -0.104 -1.864 0.245
H: 0.976 1.301 2.369
H: 2.888 -0.874 2.767
H: 1.240 -1.067 3.524
N: -0.555 -0.400 -0.905
N: 0.538 -1.709 0.973
N: 1.432 0.319 2.015
N: 2.047 -0.477 3.060
O: 0.314 0.455 0.021